one:
CH3NO2S | wB97M-V/def2-TZVPD

Output
SMILES string: O=[N+]([O-])CS
LUMO level (Eh): -0.0020
Kohn-Sham gap (eV): 9.90

Element x y z (Å)
1 O -2.20 -0.69 1.11
2 N -1.69 -0.65 0.05
3 O -1.96 0.11 -0.82
4 C -0.55 -1.46 -0.17
5 S 0.97 -0.53 0.25
6 H -0.52 -2.47 0.64
7 H -0.52 -1.56 -1.31
8 H 0.50 0.09 1.41


two:
CH3NO2S | wB97M-V/def2-TZVPD

Output
LUMO level (Eh): 0.0165
Kohn-Sham gap (eV): 10.42

Element x y z (Å)
1 C -0.16 1.56 1.14
2 N 0.97 -0.60 -0.49
3 O -1.29 -0.24 -1.50
4 O -0.49 2.24 0.29
5 S -0.71 -1.11 -0.51
6 H -0.86 -0.57 0.83
7 H 1.19 0.11 0.20
8 H 1.36 -1.39 0.04


three:
CH3NO2S | wB97M-V/def2-TZVPD

Output
SMILES string: O=[N+]([O-])CS
LUMO level (Eh): -0.0122
Kohn-Sham gap (eV): 9.66

Element x y z (Å)
1 O 1.99 0.09 -0.67
2 N 1.01 0.06 0.05
3 O 1.07 -0.28 1.24
4 C -0.32 0.13 -0.52
5 S -1.61 0.57 0.75
6 H -0.25 0.61 -1.48
7 H -0.69 -0.85 -0.81
8 H -1.20 -0.34 1.44


four:
CH3NO2S | wB97M-V/def2-TZVPD

Output
LUMO level (Eh): 0.0089
Kohn-Sham gap (eV): 8.90

Element x y z (Å)
1 C 1.19 -0.72 -0.41
2 N -1.29 0.24 0.60
3 O 1.40 -1.71 0.14
4 O 0.41 1.99 -0.68
5 S 0.31 0.98 0.37
6 H 1.14 -0.65 -1.44
7 H -1.15 -0.29 1.44
8 H -2.03 0.15 -0.03


What should be chosen as the least stable of them? Choose one.


one:
C13H38Cl2O12 | wB97M-V/def2-TZVPD

Output
SMILES string: ClCCl.OCCO.OCCO.OCCO.OCCO.OCCO.OCCO
LUMO level (Eh): 0.0073
Kohn-Sham gap (eV): 10.23

Element x y z (Å)
1 Cl -0.66 -0.07 -0.46
2 C 0.84 -0.07 0.43
3 Cl 2.22 0.26 -0.66
4 H 0.95 0.62 1.27
5 H 0.87 -1.06 0.88
6 O -5.01 -3.85 -4.16
7 C -4.67 -3.97 -2.80
8 C -5.67 -3.03 -2.02
9 O -6.98 -3.17 -2.43
10 H -4.60 -4.60 -4.59
11 H -4.60 -4.99 -2.42
12 H -3.72 -3.44 -2.72
13 H -5.27 -2.06 -2.30
14 H -5.61 -3.19 -0.94
15 H -6.92 -3.57 -3.30
16 O -0.30 6.75 0.01
17 C -0.76 5.77 -0.92
18 C 0.35 5.32 -1.88
19 O 0.68 6.54 -2.58
20 H -0.90 6.83 0.75
21 H -1.07 4.91 -0.32
22 H -1.63 6.10 -1.47
23 H 0.07 4.64 -2.68
24 H 1.17 4.92 -1.28
25 H 0.71 7.12 -1.82
26 O -4.19 0.88 -6.07
27 C -3.39 1.88 -5.42
28 C -3.26 3.18 -6.36
29 O -2.52 2.93 -7.48
30 H -4.46 0.14 -5.52
31 H -3.74 2.22 -4.45
32 H -2.41 1.43 -5.26
33 H -2.70 3.87 -5.73
34 H -4.25 3.47 -6.71
35 H -2.66 3.64 -8.10
36 O -0.15 1.19 6.19
37 C -1.40 1.68 5.77
38 C -2.34 1.88 7.01
39 O -2.76 0.60 7.40
40 H -0.29 0.74 7.03
41 H -1.38 2.62 5.21
42 H -1.87 0.89 5.19
43 H -3.24 2.48 6.86
44 H -1.87 2.26 7.92
45 H -3.52 0.61 7.99
46 O 6.91 -0.83 1.58
47 C 7.39 -0.61 2.86
48 C 6.30 -0.41 3.94
49 O 5.28 0.50 3.56
50 H 6.46 -0.02 1.35
51 H 8.02 -1.41 3.25
52 H 8.09 0.22 2.79
53 H 6.58 -0.04 4.93
54 H 5.82 -1.37 4.13
55 H 4.72 0.63 4.33
56 O 2.57 -5.50 1.07
57 C 3.81 -5.11 0.48
58 C 4.20 -5.90 -0.79
59 O 3.98 -7.30 -0.54
60 H 2.69 -5.94 1.91
61 H 3.80 -4.03 0.36
62 H 4.60 -5.38 1.17
63 H 5.17 -5.67 -1.24
64 H 3.44 -5.63 -1.53
65 H 3.05 -7.47 -0.64


two:
C13H38Cl2O12 | wB97M-V/def2-TZVPD

Output
SMILES string: ClCCl.OCCO.OCCO.OCCO.OCCO.OCCO.OCCO
LUMO level (Eh): 0.0148
Kohn-Sham gap (eV): 10.28

Element x y z (Å)
1 Cl 22.74 8.54 -17.05
2 C 23.25 6.81 -17.01
3 Cl 21.72 5.73 -17.14
4 H 24.02 6.58 -17.74
5 H 23.63 6.59 -16.01
6 O 15.19 7.76 -14.65
7 C 14.93 8.43 -15.82
8 C 14.92 9.92 -15.54
9 O 13.78 10.30 -14.78
10 H 15.13 6.81 -14.78
11 H 15.68 8.16 -16.57
12 H 14.00 8.16 -16.31
13 H 15.17 10.39 -16.49
14 H 15.67 10.26 -14.83
15 H 13.77 9.69 -14.04
16 O 26.41 2.05 -12.88
17 C 25.93 1.49 -14.13
18 C 27.05 1.50 -15.21
19 O 27.12 2.84 -15.74
20 H 25.68 1.98 -12.26
21 H 25.64 0.45 -13.99
22 H 25.06 2.02 -14.51
23 H 26.73 0.76 -15.93
24 H 28.05 1.35 -14.79
25 H 27.64 2.79 -16.54
26 O 29.62 4.69 -21.54
27 C 29.55 3.65 -22.51
28 C 30.63 2.50 -22.36
29 O 30.32 1.66 -21.25
30 H 28.97 5.36 -21.73
31 H 28.56 3.24 -22.30
32 H 29.50 3.94 -23.56
33 H 31.66 2.83 -22.42
34 H 30.27 1.89 -23.19
35 H 30.69 0.78 -21.36
36 O 16.71 0.74 -12.38
37 C 17.91 0.26 -12.93
38 C 18.35 -1.09 -12.32
39 O 19.05 -0.77 -11.09
40 H 16.74 0.70 -11.43
41 H 17.82 0.22 -14.02
42 H 18.67 1.03 -12.80
43 H 19.00 -1.64 -13.00
44 H 17.58 -1.77 -11.94
45 H 19.27 -1.62 -10.70
46 O 19.48 14.94 -17.95
47 C 19.09 15.46 -16.73
48 C 19.56 16.97 -16.68
49 O 20.87 17.07 -16.25
50 H 20.44 15.01 -17.89
51 H 18.02 15.45 -16.53
52 H 19.45 14.90 -15.87
53 H 18.98 17.72 -16.15
54 H 19.50 17.32 -17.71
55 H 20.91 16.84 -15.32
56 O 21.69 14.43 -11.01
57 C 21.71 13.12 -10.57
58 C 22.80 12.29 -11.28
59 O 24.05 12.31 -10.66
60 H 21.22 14.90 -10.32
61 H 21.81 13.15 -9.49
62 H 20.74 12.67 -10.80
63 H 22.95 12.69 -12.28
64 H 22.42 11.28 -11.38
65 H 24.60 12.63 -11.37


What should be chosen as the least stable of them? Choose two.


one:
C5H14N2O3 | wB97M-V/def2-TZVPD

Output
SMILES string: CC(=O)C(N)N.CC(O)O
LUMO level (Eh): 0.0270
Kohn-Sham gap (eV): 9.89

Element x y z (Å)
1 C -1.70 1.87 -0.13
2 C -1.43 0.52 -0.74
3 O -0.79 0.37 -1.75
4 C -2.04 -0.70 -0.01
5 N -2.00 -0.50 1.43
6 N -1.44 -1.96 -0.42
7 H -2.75 2.11 -0.28
8 H -1.54 1.84 0.95
9 H -1.09 2.63 -0.60
10 H -3.10 -0.72 -0.31
11 H -2.50 -1.25 1.88
12 H -1.03 -0.56 1.74
13 H -0.46 -1.95 -0.15
14 H -1.47 -2.05 -1.43
15 C 2.87 -0.79 -0.59
16 C 1.92 0.31 -0.19
17 O 1.01 -0.11 0.77
18 O 2.54 1.42 0.59
19 H 3.66 -0.40 -1.23
20 H 2.29 -1.54 -1.13
21 H 3.30 -1.26 0.30
22 H 1.47 0.83 -1.05
23 H 1.01 0.84 1.24
24 H 3.27 1.08 1.12


two:
C5H14N2O3 | wB97M-V/def2-TZVPD

Output
SMILES string: CCc1cnc[nH]1.O.O.O
LUMO level (Eh): 0.0072
Kohn-Sham gap (eV): 8.76

Element x y z (Å)
1 C -1.09 -1.44 0.51
2 C -0.85 -0.09 -0.20
3 C 0.59 0.22 -0.29
4 C 1.45 1.03 0.44
5 N 2.72 0.97 -0.06
6 C 2.67 0.13 -1.06
7 N 1.40 -0.32 -1.26
8 H -0.65 -1.43 1.51
9 H -0.59 -2.25 -0.01
10 H -2.16 -1.60 0.61
11 H -1.33 -0.11 -1.18
12 H -1.37 0.72 0.31
13 H 1.24 1.65 1.29
14 H 3.47 -0.11 -1.74
15 H 1.09 -1.01 -1.94
16 O -1.32 3.03 1.03
17 H -1.08 2.47 1.81
18 H -0.49 3.11 0.51
19 O -0.67 1.13 3.02
20 H -1.49 0.64 3.12
21 H -0.02 0.59 2.52
22 O -0.16 -2.37 -2.80
23 H -0.31 -2.42 -3.76
24 H -1.02 -2.53 -2.39


What should be chosen as the least stable of them? Choose one.


one:
C4H9N2 | wB97M-V/def2-TZVPD

Output
Net charge: +1
LUMO level (Eh): -0.1356
Kohn-Sham gap (eV): 8.21

Element x y z (Å)
1 C 0.41 1.29 -0.71
2 C 1.52 0.24 -0.59
3 C 0.51 -1.85 0.44
4 C -0.50 0.12 -0.41
5 N 0.52 -0.69 -0.09
6 N -1.74 0.17 0.40
7 H 0.47 2.07 0.05
8 H 0.28 1.75 -1.69
9 H 1.98 -0.09 -1.53
10 H 2.30 0.45 0.14
11 H 1.43 -2.41 0.53
12 H -0.40 -2.29 0.79
13 H -1.61 -0.29 1.32
14 H -2.52 -0.28 -0.09
15 H -1.99 1.15 0.56


two:
C4H9N2 | wB97M-V/def2-TZVPD

Output
Net charge: +1
LUMO level (Eh): -0.1416
Kohn-Sham gap (eV): 10.56

Element x y z (Å)
1 C -1.91 0.01 -1.56
2 C -0.52 -0.29 -1.15
3 C -0.52 0.00 0.30
4 C 1.76 -0.43 1.16
5 N -1.03 1.07 -1.14
6 N 0.67 0.56 0.94
7 H -2.11 0.00 -2.62
8 H -2.75 -0.26 -0.94
9 H 0.26 -0.70 -1.75
10 H -1.37 -0.21 0.93
11 H 2.32 -0.58 0.24
12 H 2.45 -0.07 1.92
13 H 1.34 -1.38 1.48
14 H 1.01 1.33 0.35
15 H 0.39 0.97 1.84


What should be chosen as the least stable of them? Choose two.


one:
C4H9N2 | wB97M-V/def2-TZVPD

Output
Net charge: +1
LUMO level (Eh): -0.1421
Kohn-Sham gap (eV): 10.10

Element x y z (Å)
1 C -0.58 -1.41 0.44
2 C 0.49 -1.43 -0.34
3 C -0.73 0.08 0.36
4 C 0.45 0.03 -0.58
5 N -2.09 0.88 -0.27
6 N 1.59 0.61 0.14
7 H -0.95 -2.15 1.19
8 H 0.94 -2.30 -0.66
9 H -0.53 0.59 1.37
10 H 0.19 0.53 -1.58
11 H -2.88 0.62 0.23
12 H -2.04 0.36 -1.22
13 H 1.88 -0.11 0.84
14 H 1.22 1.46 0.55
15 H 2.42 0.89 -0.35


two:
C4H9N2 | wB97M-V/def2-TZVPD

Output
SMILES string: CC(=[NH2+])N1CC1
Net charge: +1
LUMO level (Eh): -0.1190
Kohn-Sham gap (eV): 11.83

Element x y z (Å)
1 C -1.45 -1.11 -0.04
2 C -0.74 0.18 0.02
3 N -1.39 1.34 -0.05
4 N 0.56 0.15 0.02
5 C 1.82 0.79 0.00
6 C 1.69 -0.67 -0.01
7 H -1.88 -1.48 0.88
8 H -2.35 -1.01 -0.55
9 H -0.85 -1.90 -0.46
10 H -2.41 1.34 0.25
11 H -0.92 2.17 0.08
12 H 2.26 1.37 0.68
13 H 1.97 1.17 -0.98
14 H 1.97 -1.23 -0.84
15 H 1.73 -1.11 1.00


What should be chosen as the least stable of them? Choose one.


one:
C4H9N2 | wB97M-V/def2-TZVPD

Output
SMILES string: N[C@@H]1C=CC[NH2+]1
Net charge: +1
LUMO level (Eh): -0.1201
Kohn-Sham gap (eV): 11.18

Element x y z (Å)
1 N -0.75 1.36 -1.33
2 C -0.75 0.52 -0.37
3 C -0.45 0.68 1.10
4 C 0.38 -0.16 1.59
5 C 0.93 -1.12 0.60
6 N 0.48 -0.73 -0.73
7 H 0.05 1.95 -1.41
8 H -1.51 1.40 -2.06
9 H -1.67 -0.13 -0.26
10 H -1.11 1.37 1.56
11 H 0.64 -0.32 2.62
12 H 1.97 -0.99 0.69
13 H 0.69 -2.22 0.66
14 H 1.23 -0.32 -1.38
15 H -0.11 -1.30 -1.28


two:
C4H9N2 | wB97M-V/def2-TZVPD

Output
SMILES string: CN=[N+]=C(C)C
Net charge: +1
LUMO level (Eh): -0.1950
Kohn-Sham gap (eV): 9.59

Element x y z (Å)
1 C -2.43 -0.66 -1.20
2 N -1.75 -0.48 0.05
3 N -0.56 -0.10 0.19
4 C 0.68 0.21 0.60
5 C 1.64 -0.92 0.78
6 C 1.05 1.66 0.30
7 H -3.23 0.23 -1.03
8 H -2.96 -1.62 -0.96
9 H -1.75 -0.74 -1.96
10 H 2.09 -1.30 -0.13
11 H 1.17 -1.75 1.17
12 H 2.45 -0.56 1.44
13 H 0.65 1.86 -0.70
14 H 2.13 1.95 0.24
15 H 0.83 2.21 1.19


What should be chosen as the least stable of them? Choose two.


one:
C4H9N2 | wB97M-V/def2-TZVPD

Output
Net charge: +1
LUMO level (Eh): -0.2042
Kohn-Sham gap (eV): 8.41

Element x y z (Å)
1 C 0.89 -0.48 -1.24
2 C -0.08 -0.17 -2.09
3 C 1.26 -1.67 0.79
4 N 0.50 -1.20 -0.11
5 H 1.95 -0.37 -1.37
6 H -1.09 -0.43 -1.88
7 H 0.19 0.30 -3.09
8 H 0.83 -1.92 1.76
9 H 2.33 -1.75 0.62
10 H -0.48 -1.06 0.17
11 C -1.64 1.62 1.28
12 N -0.46 1.68 1.85
13 H -2.46 0.99 1.74
14 H -1.87 2.22 0.36
15 H 0.14 2.25 1.21


two:
C4H9N2 | wB97M-V/def2-TZVPD

Output
SMILES string: CN=[N+]=C(C)C
Net charge: +1
LUMO level (Eh): -0.1939
Kohn-Sham gap (eV): 9.50

Element x y z (Å)
1 C 2.80 -0.08 -0.58
2 N 1.88 -0.02 0.52
3 N 0.64 0.01 0.46
4 C -0.69 0.05 0.42
5 C -1.41 1.33 0.30
6 C -1.33 -1.29 0.60
7 H 3.72 -0.68 -0.53
8 H 3.35 0.99 -0.63
9 H 2.29 -0.23 -1.60
10 H -1.15 1.98 -0.48
11 H -1.32 1.81 1.34
12 H -2.46 1.22 0.02
13 H -2.08 -1.34 1.42
14 H -0.66 -2.15 0.54
15 H -2.18 -1.40 -0.06


What should be chosen as the least stable of them? Choose two.


one:
C6H4N2 | wB97M-V/def2-TZVPD

Output
SMILES string: N#CC(C#N)C1C=C1
LUMO level (Eh): 0.0273
Kohn-Sham gap (eV): 10.85

Element x y z (Å)
1 N -0.51 -2.81 0.28
2 C -0.50 -1.88 -0.37
3 C -0.29 -0.65 -1.07
4 C 1.01 -0.10 -1.27
5 N 2.07 0.32 -1.38
6 C -0.64 0.67 0.16
7 C -0.27 0.40 1.59
8 C 0.56 1.18 0.87
9 H -0.89 -0.37 -2.03
10 H -1.41 1.45 -0.08
11 H -0.51 -0.04 2.47
12 H 1.37 1.82 0.82


two:
C6H4N2 | wB97M-V/def2-TZVPD

Output
SMILES string: C=C(C#N)/C=C\C#N
LUMO level (Eh): -0.0367
Kohn-Sham gap (eV): 8.98

Element x y z (Å)
1 C 1.76 0.99 0.53
2 C 0.66 0.47 -0.03
3 C -0.33 1.30 -0.65
4 N -1.00 2.10 -1.14
5 C 0.36 -0.95 -0.11
6 C -0.92 -1.36 -0.28
7 C -2.05 -0.71 0.26
8 N -3.00 -0.21 0.67
9 H 2.53 0.35 0.93
10 H 1.90 2.06 0.61
11 H 1.19 -1.64 -0.21
12 H -1.11 -2.39 -0.58


What should be chosen as the least stable of them? Choose one.


one:
C4H5N3O2 | wB97M-V/def2-TZVPD

Output
SMILES string: O=C(CO)n1cncn1
LUMO level (Eh): 0.0044
Kohn-Sham gap (eV): 10.28

Element x y z (Å)
1 O -0.64 -2.17 0.06
2 C -0.27 -1.06 -0.12
3 C -1.42 0.19 -0.60
4 O -2.60 -0.17 0.12
5 N 1.02 -0.60 -0.11
6 C 2.21 -1.31 -0.08
7 N 3.20 -0.52 -0.09
8 C 2.61 0.76 0.08
9 N 1.34 0.78 0.05
10 H -1.43 -0.30 -1.64
11 H -1.57 1.42 -0.88
12 H -2.18 -0.47 1.01
13 H 2.32 -2.38 -0.27
14 H 3.26 1.63 0.04


two:
C4H5N3O2 | wB97M-V/def2-TZVPD

Output
SMILES string: NC(=O)c1nc(N)co1
LUMO level (Eh): 0.0297
Kohn-Sham gap (eV): 9.18

Element x y z (Å)
1 N 2.63 -0.65 0.45
2 C 2.05 0.11 -0.48
3 O 2.68 0.80 -1.29
4 C 0.57 0.25 -0.32
5 N -0.31 -0.71 -0.29
6 C -1.51 -0.08 -0.10
7 N -2.69 -0.79 -0.07
8 C -1.29 1.27 -0.02
9 O 0.06 1.46 -0.13
10 H 2.42 -1.63 0.52
11 H 3.41 -0.22 0.96
12 H -2.62 -1.69 0.40
13 H -3.51 -0.27 0.23
14 H -1.91 2.14 0.14


What should be chosen as the least stable of them? Choose one.


one:
C2H6OS2 | wB97M-V/def2-TZVPD

Output
Spin multiplicity: 2
Net charge: +1
LUMO level (spin up / spin down) (Eh): -0.2165 / -0.3315
Kohn-Sham gap (spin up / spin down) (eV): 4.43 / 1.30
Expectation value of S²: 0.755

Element x y z (Å)
1 S -4.96 1.99 -3.90
2 S -5.32 3.96 -3.50
3 H -4.75 1.95 -5.24
4 H -5.29 3.72 -2.17
5 C 2.12 -1.01 2.31
6 C 3.26 -1.67 2.30
7 O 3.42 -2.66 1.38
8 H 1.68 -0.26 2.93
9 H 1.44 -1.36 1.55
10 H 4.12 -1.54 2.96
11 H 4.28 -3.12 1.38


two:
C2H6OS2 | wB97M-V/def2-TZVPD

Output
Spin multiplicity: 2
Net charge: +1
LUMO level (spin up / spin down) (Eh): -0.1918 / -0.3114
Kohn-Sham gap (spin up / spin down) (eV): 7.32 / 4.06
Expectation value of S²: 0.755

Element x y z (Å)
1 S 1.46 0.50 2.02
2 S 3.14 0.67 0.93
3 H 0.63 1.14 1.19
4 H 3.87 0.19 1.99
5 C -0.70 0.25 -1.48
6 C -1.59 -0.26 -0.62
7 O -1.30 -1.39 0.09
8 H -0.82 1.23 -1.92
9 H 0.01 -0.48 -1.85
10 H -2.61 0.09 -0.48
11 H -2.09 -1.94 0.12


What should be chosen as the least stable of them? Choose one.


one:
C5H6O3 | wB97M-V/def2-TZVPD

Output
SMILES string: C#CC1OCOCO1
LUMO level (Eh): 0.0335
Kohn-Sham gap (eV): 11.24

Element x y z (Å)
1 C 1.08 -2.87 -1.14
2 C 0.87 -1.71 -0.78
3 C 0.16 -0.60 -0.11
4 O -0.59 0.12 -0.98
5 C -1.30 1.16 -0.51
6 O -0.31 2.02 0.18
7 C 0.47 1.35 1.09
8 O 1.17 0.26 0.39
9 H 1.47 -3.89 -1.15
10 H -0.41 -1.07 0.84
11 H -1.73 1.55 -1.38
12 H -2.07 0.93 0.36
13 H -0.01 0.60 1.87
14 H 1.22 2.14 1.33


two:
C5H6O3 | wB97M-V/def2-TZVPD

Output
LUMO level (Eh): -0.0468
Kohn-Sham gap (eV): 7.71

Element x y z (Å)
1 C -0.92 -0.62 -0.69
2 C 0.33 -1.18 0.03
3 C -0.10 0.39 0.11
4 C 0.83 1.37 -0.37
5 C 1.62 2.59 0.07
6 H -1.54 -2.21 0.72
7 H -0.73 -0.53 -1.71
8 H 0.20 -1.82 0.98
9 H 2.13 -0.59 -0.70
10 H -1.85 1.66 1.41
11 H 1.93 3.77 -0.34
12 O -2.20 -1.16 -0.31
13 O 1.41 -1.39 -0.67
14 O -0.53 0.61 1.58


What should be chosen as the least stable of them? Choose two.


one:
C5H10O3 | wB97M-V/def2-TZVPD

Output
LUMO level (Eh): 0.0262
Kohn-Sham gap (eV): 8.35

Element x y z (Å)
1 C -0.66 1.07 0.46
2 C -0.28 -0.30 0.82
3 C -0.89 -1.16 1.94
4 C 1.07 -0.77 0.47
5 C 0.17 1.46 -2.21
6 O -1.35 -0.17 -0.24
7 O -0.08 0.31 -2.55
8 O 1.44 1.86 -1.99
9 H -1.42 1.49 1.14
10 H -0.48 -0.94 2.96
11 H -0.56 -2.10 1.85
12 H -1.88 -1.11 1.78
13 H 1.04 -1.83 0.03
14 H 1.68 -0.91 1.38
15 H 1.54 -0.13 -0.30
16 H -0.61 2.20 -1.98
17 H -0.94 -0.29 -1.27
18 H 2.20 1.33 -2.30


two:
C5H10O3 | wB97M-V/def2-TZVPD

Output
SMILES string: OC=C(O)O.C=CC
LUMO level (Eh): 0.0282
Kohn-Sham gap (eV): 8.69

Element x y z (Å)
1 O -1.55 -1.08 -0.12
2 C -1.07 -0.85 -1.40
3 C -1.10 0.40 -1.87
4 O -0.68 0.73 -3.12
5 O -1.66 1.43 -1.18
6 H -0.86 -1.65 0.37
7 H -0.52 -1.63 -1.90
8 H -1.02 1.62 -3.30
9 H -1.99 1.06 -0.35
10 C 1.64 -1.30 1.36
11 C 1.26 -0.12 0.90
12 C 0.72 0.99 1.75
13 H 1.40 -1.61 2.38
14 H 2.16 -2.01 0.74
15 H 1.56 0.19 -0.11
16 H 1.51 1.64 2.08
17 H 0.03 1.60 1.17
18 H 0.19 0.59 2.61


three:
C5H10O3 | wB97M-V/def2-TZVPD

Output
LUMO level (Eh): 0.0074
Kohn-Sham gap (eV): 7.84

Element x y z (Å)
1 C 0.13 0.05 0.20
2 C 0.00 0.60 -1.09
3 C 0.38 -1.42 0.41
4 C 0.25 0.96 1.38
5 C -1.96 0.17 -0.06
6 O 2.01 0.68 -0.66
7 O -0.15 -0.09 -2.22
8 O -2.58 -0.75 -0.48
9 H 2.44 0.00 -1.20
10 H -0.19 -1.04 -2.04
11 H -0.15 1.66 -1.22
12 H -2.42 1.02 0.51
13 H 0.69 -1.93 -0.50
14 H 1.18 -1.54 1.13
15 H -0.52 -1.92 0.79
16 H 1.29 0.94 1.72
17 H -0.40 0.63 2.20
18 H 0.01 1.99 1.13


What should be chosen as the least stable of them? Choose one.